# 1
Here is an isolated molecule of C22H24N4O4S at a distorted geometry from OMol25. Energies are from ωB97M-V/def2-TZVPD.

Properties
**HOMO level**: -8.432 eV
**Structure (SMILES)**: CCOC(=O)CSc1nnc(CNC(=O)c2ccc(OC)cc2)n1Cc1ccccc1
**Largest force on an atom**: 1.27 eV Å⁻¹
**E_LUMO**: 0.64 eV

```
55
C22H24N4O4S ωB97M-V/def2-TZVPD
C 3.616 -1.905 -5.273
C 2.367 -2.436 -4.586
H 2.107 -3.425 -4.976
H 1.524 -1.753 -4.707
O 2.560 -2.537 -3.173
C 3.131 -3.642 -2.709
O 3.507 -4.561 -3.385
C 3.234 -3.636 -1.197
H 2.416 -4.234 -0.789
H 4.192 -4.052 -0.888
S 3.085 -1.977 -0.486
C 1.355 -1.834 -0.588
N 0.518 -2.822 -0.774
N -0.716 -2.298 -0.791
C -0.621 -1.009 -0.616
N 0.692 -0.651 -0.468
C 1.253 0.670 -0.318
C 1.195 1.423 -1.625
C 0.518 2.633 -1.706
C 0.451 3.311 -2.911
C 1.050 2.782 -4.041
C 1.722 1.573 -3.965
C 1.798 0.896 -2.761
H 2.323 -0.045 -2.698
H 2.190 1.160 -4.847
H 0.993 3.310 -4.982
H -0.075 4.253 -2.968
H 0.046 3.038 -0.823
H 0.688 1.212 0.446
H 2.289 0.550 0.012
C -1.774 -0.070 -0.535
N -2.276 0.047 0.820
C -1.910 1.059 1.644
O -1.155 1.947 1.281
C -2.492 1.020 3.009
C -1.816 1.691 4.022
C -2.294 1.709 5.317
C -3.486 1.057 5.622
C -4.181 0.399 4.602
C -3.692 0.378 3.316
H -4.268 -0.115 2.547
H -5.112 -0.086 4.852
O -4.056 1.007 6.851
C -3.418 1.661 7.922
H -3.337 2.738 7.743
H -2.423 1.246 8.110
H -4.050 1.488 8.791
H -1.737 2.235 6.076
H -0.898 2.204 3.775
H -2.754 -0.756 1.194
H -1.472 0.928 -0.861
H -2.574 -0.448 -1.175
H 3.419 -1.770 -6.333
H 4.434 -2.611 -5.155
H 3.910 -0.951 -4.841
```

# 2
Here is a cluster of 2 separate species, C2H10N3 in total at a distorted geometry from OMol25. Energies are from ωB97M-V/def2-TZVPD.

Properties
**HOMO level**: -14.492 eV
**Net charge**: +1
**Largest force on an atom**: 1.30 eV Å⁻¹
**E_LUMO**: -3.31 eV

```
15
C2H10N3 ωB97M-V/def2-TZVPD
C -0.313 1.134 -2.019
N 0.984 0.843 -1.364
H -0.991 1.501 -1.245
H -0.744 0.234 -2.442
H -0.286 1.915 -2.779
H 1.645 0.516 -2.055
H 1.270 1.695 -0.904
H 0.755 -0.011 -0.146
N -0.679 -1.503 2.524
C -0.524 -0.745 1.450
N 0.605 -0.570 0.840
H -1.595 -1.552 2.937
H 0.074 -1.669 3.174
H -1.476 -0.482 1.003
H 1.276 -1.306 1.027
```

# 3
Here is a structure of composition C22H17F3N3O2OsS from OMol25. Energies are from ωB97M-V/def2-TZVPD.

Properties
**HOMO level**: -11.168 eV
**Net charge**: +1
**Largest force on an atom**: 0.15 eV Å⁻¹
**E_LUMO**: -4.49 eV

```
49
C22H17F3N3O2OsS ωB97M-V/def2-TZVPD
Os -0.314 -0.023 0.501
O 1.293 -0.711 1.291
C 1.401 -1.280 2.499
C 2.688 -1.680 2.874
C 2.914 -2.275 4.093
C 1.860 -2.491 4.987
C 0.594 -2.102 4.634
C 0.326 -1.491 3.392
C -1.039 -1.122 3.139
N -1.482 -0.560 2.070
C -2.917 -0.262 1.937
C -3.075 0.898 0.957
N -2.229 0.567 -0.183
C -2.706 0.403 -1.356
C -1.977 -0.291 -2.394
C -2.293 -0.133 -3.747
C -1.710 -0.940 -4.700
C -0.845 -1.957 -4.293
C -0.538 -2.149 -2.959
C -1.080 -1.301 -1.994
O -0.817 -1.502 -0.699
H 3.493 -1.506 2.173
H 3.918 -2.577 4.360
H 2.041 -2.958 5.944
H -0.231 -2.263 5.317
H -1.751 -1.339 3.934
H -3.410 -1.148 1.529
H -3.356 -0.027 2.906
H -4.118 1.019 0.662
H -2.721 1.827 1.407
H -3.733 0.712 -1.556
H -3.002 0.632 -4.038
H -1.941 -0.807 -5.747
H -0.409 -2.615 -5.035
H 0.114 -2.951 -2.639
F 0.712 4.983 -0.896
C 1.915 4.413 -0.719
F 2.208 4.499 0.587
F 2.814 5.132 -1.393
C 1.900 2.977 -1.174
C 2.700 2.519 -2.207
C 2.653 1.183 -2.583
C 1.791 0.330 -1.922
N 1.008 0.781 -0.942
C 1.065 2.062 -0.552
S -0.062 2.229 0.793
H 3.363 3.209 -2.711
H 3.277 0.808 -3.379
H 1.706 -0.719 -2.168
```

> Look up the HOMO level of the third one.

-11.168 eV

> What is the largest force on an atom in the first record?

1.27 eV Å⁻¹

> Which value of E_LUMO does entry 2 give?

-3.31 eV